Entry 1:
Below is a molecular structure, C28H26AgN3O4S2, with properties calculated with wB97M-V/def2-TZVPD.

XYZ file:
```
64
Properties=species:S:1:pos:R:3:mulliken_charge:R:1
Ag -0.68930 -1.04951 -1.20271 0.425
O -0.95870 -4.29967 1.69190 -0.699
C -1.15360 -3.44523 0.84328 -0.145
N -0.42951 -3.12791 -0.24921 -0.125
C 0.58626 -3.89766 -0.69195 0.007
O 0.95734 -4.99471 -0.31081 -0.673
C 1.34364 -3.29212 -1.88603 0.444
C 2.48904 -3.95438 -2.31439 -0.415
C 3.20171 -3.45287 -3.38595 -0.374
C 2.74069 -2.30704 -4.01788 -0.656
C 1.59104 -1.71133 -3.53528 -0.409
N 0.90783 -2.18185 -2.48990 -0.024
C -2.39310 -2.55677 1.03478 0.689
C -3.24971 -2.86207 2.08658 -0.446
C -4.37048 -2.07873 2.29427 -0.379
C -4.60651 -1.00662 1.44776 -0.578
C -3.70257 -0.76979 0.42740 -0.335
N -2.62513 -1.52486 0.21805 -0.033
H 2.78133 -4.84864 -1.78397 0.480
H 4.10121 -3.94802 -3.72925 0.433
H 3.25582 -1.87873 -4.86697 0.430
H 1.20021 -0.81374 -4.00063 0.569
H -3.00179 -3.70834 2.71079 0.493
H -5.05046 -2.29698 3.10828 0.443
H -5.46352 -0.35939 1.57474 0.447
H -3.83470 0.06889 -0.24724 0.392
O 1.97583 -0.15808 -0.18804 -0.319
S 3.07171 0.69108 -0.73042 0.034
C 3.12809 2.20968 0.27003 -0.910
C 1.78196 2.88510 0.55827 -0.097
C 1.21533 2.62093 1.95614 -0.993
C 1.00973 1.15654 2.31326 -0.973
S -0.42076 0.34615 1.52043 1.007
O -0.73740 1.07116 0.23408 -0.738
C -1.68764 0.89198 2.66048 0.071
C -1.88489 0.16803 3.82791 -0.439
C -2.89238 0.55211 4.69932 -0.755
C -3.69817 1.64136 4.39174 -0.434
C -3.50313 2.34462 3.21088 -0.781
C -2.49692 1.96671 2.33270 -0.197
C 2.47155 1.41833 -2.25555 0.871
C 3.39488 1.77972 -3.22489 -0.558
C 2.94708 2.29154 -4.43471 -0.556
C 1.58493 2.42590 -4.66713 -0.609
C 0.66865 2.05051 -3.69263 -0.971
C 1.10775 1.53821 -2.48077 0.158
H 3.80653 2.86308 -0.28371 0.449
H 3.64724 1.91828 1.18695 0.534
H 1.04274 2.59003 -0.18165 -0.084
H 1.91353 3.96330 0.44798 0.427
H 0.27032 3.16068 2.05935 0.281
H 1.89177 3.04567 2.70424 0.403
H 0.84168 1.02464 3.38349 0.762
H 1.85914 0.54190 2.02247 0.509
H -1.27176 -0.70086 4.04108 0.432
H -3.05868 -0.00805 5.61015 0.431
H -4.48850 1.93530 5.07034 0.409
H -4.14153 3.18471 2.96901 0.410
H -2.34198 2.47386 1.38872 0.467
H 4.45491 1.64557 -3.04147 0.453
H 3.65920 2.57288 -5.19934 0.402
H 1.23657 2.81654 -5.61444 0.399
H -0.39322 2.15093 -3.87807 0.450
H 0.40880 1.22804 -1.71184 0.093
```

frontier orbital gap	8.1323	eV
electronic energy	-2491.14418	a.u.
highest occupied orbital energy	-0.2854	hartree
energy relative to the best compared isomer or geometry (same formula, charge and spin)	0.0	kJ/mol
net charge	0


Entry 2:
Below is a molecular structure, C11H14ClF5N3O5Ru at a distorted geometry, with properties calculated with wB97M-V/def2-TZVPD.

XYZ file:
```
40
Properties=species:S:1:pos:R:3:mulliken_spin:R:1
Ru 0.15532 -0.14158 0.10181 1.052
N 2.27780 -3.53716 0.45815 0.000
C 1.83590 -2.43602 -0.15404 -0.013
O 0.67194 -2.32451 -0.54690 0.013
C 2.80687 -1.33343 -0.42251 0.022
C 2.06453 -0.19496 -1.08041 -0.105
H 1.58624 -4.21154 0.74629 -0.001
H 3.14052 -3.50892 0.97481 0.000
H 3.61669 -1.72272 -1.05168 -0.005
H 3.25979 -1.01652 0.51753 -0.001
H 1.62967 -0.45233 -2.04155 -0.003
H 2.61480 0.74045 -1.08808 0.003
O 2.69876 -1.54845 3.06523 0.003
Cl 1.56377 -0.71789 2.81237 -0.006
O 1.01890 -0.16635 4.01642 0.002
O 1.93513 0.37085 1.90084 0.004
O 0.53760 -1.49923 2.12730 0.017
N 0.62330 2.14140 -0.21289 0.012
C -0.25351 3.03766 0.54108 0.005
C -0.35054 2.52804 1.95758 -0.011
N -0.83528 1.15405 1.91663 0.057
H 1.55070 2.11232 0.19639 0.003
H 0.67558 2.38393 -1.19415 0.000
H -1.23966 3.02411 0.07298 -0.001
H 0.11322 4.06749 0.54710 0.001
H -0.99377 3.18684 2.54529 0.002
H 0.64127 2.51709 2.41081 0.000
H -1.83229 1.11689 1.73023 -0.001
H -0.65555 0.68210 2.79733 -0.003
F -2.74726 -1.02886 0.61886 0.003
C -2.66820 -0.67736 -0.68634 0.006
C -1.53945 -0.01365 -1.12578 -0.022
C -1.51411 0.30982 -2.46624 -0.025
F -0.43789 0.95773 -2.97215 -0.001
C -2.55026 0.01405 -3.33262 -0.006
F -2.49706 0.35798 -4.62397 0.000
C -3.66551 -0.64431 -2.84621 0.003
F -4.67800 -0.93761 -3.66557 0.000
C -3.73526 -0.98754 -1.50771 -0.002
F -4.82470 -1.60182 -1.03622 0.000
```

frontier orbital gap (alpha / beta)	8.4024 / 8.5876	eV
2S+1	2
electronic energy	-2022.12498	a.u.
highest occupied orbital energy (alpha / beta)	-0.3138 / -0.3125	hartree
energy relative to the best compared isomer or geometry (same formula, charge and spin)	176.1	kJ/mol
net charge	0


Entry 3:
Below is a molecular structure, C4H6O2S2 at a distorted geometry, with properties calculated with wB97M-V/def2-TZVPD.

XYZ file:
```
14
Properties=species:S:1:pos:R:3:mulliken_charge:R:1
C 2.23073 1.87343 -0.73085 -0.681
C 0.10350 0.07471 -0.40287 0.390
C -1.11944 -0.18094 0.52406 -0.726
C -1.76861 -2.32655 0.75333 0.147
H 2.10540 3.25087 -0.59187 0.261
H 3.41535 1.41573 -0.60220 0.263
H 1.84329 1.51876 -1.78983 0.234
H -0.64345 -0.19820 1.52725 0.415
H -1.78492 0.73261 0.28818 0.339
H -2.63702 -2.90931 0.46448 0.354
O -1.97524 -1.08311 0.10926 -0.261
O -0.94501 -2.46699 1.60642 -0.453
S 0.89281 1.39083 0.34992 0.003
S 0.28260 -1.09184 -1.50527 -0.285
```

frontier orbital gap	8.6325	eV
electronic energy	-1102.74963	a.u.
highest occupied orbital energy	-0.3184	hartree
energy relative to the best compared isomer or geometry (same formula, charge and spin)	389.4	kJ/mol
net charge	0


Entry 4:
Below is 6 unconnected molecules or ions with the total composition C21H30INO16P at a distorted geometry, with properties calculated with wB97M-V/def2-TZVPD.

XYZ file:
```
70
Properties=species:S:1:pos:R:3:mulliken_charge:R:1
C 3.00765 -0.51909 2.84011 -0.419
C 3.14125 -1.58651 2.27120 -0.095
C 3.29707 -2.83735 1.61412 -0.261
C 4.36806 -2.76296 0.56728 -0.598
I 6.37147 -2.68673 1.60474 -0.192
C 4.43001 -3.92874 -0.41919 -0.505
C 3.81595 -3.57008 -1.79086 -1.109
P 1.61228 -3.26402 1.19656 0.008
N 1.19935 -2.41544 -0.28783 -0.292
O 1.58792 -4.79057 0.53672 -0.610
H 2.77839 0.42943 3.25101 0.470
H 4.36653 -1.80637 0.04746 0.402
H 5.47604 -4.15793 -0.59771 0.561
H 4.00215 -4.82545 0.01810 0.430
H 4.62489 -3.48193 -2.51914 0.359
H 3.34106 -2.59541 -1.73147 0.232
H 3.13840 -4.32711 -2.18128 0.239
H 0.73466 -3.02039 -0.95290 0.026
H 0.59845 -1.63778 -0.05983 0.178
H 1.87784 -4.78900 -0.38199 0.260
C -3.08334 -1.26630 -2.64986 -0.327
C -2.58582 -1.17681 -1.21950 -0.180
O -1.88015 -2.41189 -1.06832 -0.288
C -1.49992 -2.83893 -2.29170 0.685
O -0.74908 -3.73561 -2.49846 -0.555
O -2.09529 -2.10009 -3.26126 -0.350
H -3.12757 -0.30715 -3.15871 0.251
H -4.05346 -1.76180 -2.72151 0.267
H -1.88514 -0.35359 -1.06879 0.152
H -3.38184 -1.11389 -0.48306 0.320
C 3.66158 0.19116 -4.38078 -0.283
C 4.49625 1.18370 -3.59285 -0.309
O 3.48875 1.97231 -2.94852 -0.334
C 2.36020 1.23469 -2.86209 0.606
O 1.39247 1.55306 -2.24632 -0.535
O 2.47132 0.10559 -3.59005 -0.284
H 4.12890 -0.78567 -4.46748 0.276
H 3.38859 0.56007 -5.37125 0.258
H 5.10713 0.70075 -2.82932 0.281
H 5.12361 1.81835 -4.21261 0.292
C -1.29170 3.63818 -2.55631 -0.084
C -0.50219 4.60083 -1.69236 -0.249
O -1.53956 5.43774 -1.15474 -0.341
C -2.70247 4.75840 -1.19337 0.643
O -3.71931 5.13011 -0.69685 -0.554
O -2.56354 3.61067 -1.88972 -0.331
H -0.85320 2.64468 -2.59015 0.113
H -1.44708 4.00835 -3.57138 0.257
H 0.00985 4.09508 -0.87412 0.232
H 0.21034 5.20507 -2.24558 0.319
C 1.05139 -2.08920 4.90375 0.312
C 2.24399 -2.41355 5.77332 -0.279
O 1.76049 -2.07883 7.08985 -0.367
C 0.41173 -2.14188 7.07505 0.608
O -0.27424 -2.07894 8.05007 -0.569
O -0.04888 -2.28415 5.81978 -0.359
H 0.96547 -2.74288 4.03887 -0.061
H 1.05352 -1.05329 4.57071 0.100
H 2.49700 -3.47422 5.75386 0.264
H 3.12376 -1.82632 5.52929 0.311
C -6.55854 5.22349 1.36031 -0.151
C -7.71115 4.79248 0.47468 -0.312
O -8.18693 3.62141 1.14360 -0.337
C -7.82575 3.69652 2.44952 0.644
O -8.21998 2.96901 3.29970 -0.520
O -6.96246 4.71942 2.64102 -0.333
H -6.42450 6.30017 1.40966 0.303
H -5.61682 4.75804 1.07024 0.194
H -8.51702 5.52899 0.44883 0.243
H -7.40882 4.55008 -0.54017 0.277
```

frontier orbital gap	5.1692	eV
electronic energy	-2715.89542	a.u.
highest occupied orbital energy	-0.1271	hartree
net charge	-1